Entry 1:
{
  "formula": "C2HLiO2Tl",
  "method": "ωB97M-V/def2-TZVPD",
  "de_lowest_ev": 0.3141,
  "homo_energy_ha": -0.391,
  "max_force_ev_per_a": 5.03,
  "gap_ev": 6.4,
  "total_charge": 1,
  "species": ["O", "C", "Li", "C", "O", "Tl", "H"],
  "coordinates": [[2.489, -0.800, 0.340], [3.391, -0.988, 0.999], [0.911, -0.056, -0.876], [-0.972, -0.107, 0.250], [-1.961, 0.345, -0.287], [-3.041, 1.930, -1.737], [-0.816, -0.325, 1.312]]
}

***

Entry 2:
{
  "formula": "C11H17N4",
  "method": "ωB97M-V/def2-TZVPD",
  "de_lowest_ev": 1.1098,
  "homo_energy_ha": -0.415,
  "max_force_ev_per_a": 2.52,
  "gap_ev": 8.7,
  "total_charge": 1,
  "species": ["C", "C", "N", "N", "N", "H", "H", "H", "H", "H", "H", "H", "H", "C", "C", "C", "C", "C", "C", "C", "C", "C", "N", "H", "H", "H", "H", "H", "H", "H", "H", "H"],
  "coordinates": [[-2.217, 2.952, -2.210], [-1.298, 1.546, -0.372], [-1.508, 0.438, -1.055], [-1.432, 2.754, -0.931], [-1.062, 1.507, 0.951], [-1.326, 0.249, -2.012], [-1.613, -0.377, -0.471], [-0.899, 3.575, -0.681], [-0.923, 2.413, 1.393], [-0.472, 0.797, 1.376], [-3.046, 3.609, -1.997], [-2.645, 2.007, -2.513], [-1.473, 3.283, -2.926], [0.283, -2.854, 2.751], [1.028, -1.185, 0.834], [0.354, -2.328, 1.353], [0.843, -1.187, -0.545], [-0.241, -2.998, 0.306], [2.019, -0.330, 1.407], [2.539, 0.589, 0.570], [2.065, 0.899, -0.748], [1.291, -0.061, -1.333], [-0.030, -2.228, -0.863], [2.510, -0.562, 2.343], [3.379, 1.187, 0.884], [2.451, 1.821, -1.156], [-0.082, -1.982, 3.322], [1.212, -3.101, 3.287], [-0.516, -4.028, 0.182], [0.198, -2.739, -1.708], [0.829, 0.155, -2.290], [-0.218, -3.816, 2.852]]
}

***

Entry 3:
{
  "formula": "C4H6N2O2",
  "method": "ωB97M-V/def2-TZVPD",
  "de_lowest_ev": 4.1998,
  "smiles": "[H]/N=C1\\C[C@@H](C=O)ON1",
  "homo_energy_ha": -0.335,
  "max_force_ev_per_a": 5.31,
  "gap_ev": 9.8,
  "total_charge": 0,
  "species": ["H", "N", "C", "C", "C", "C", "O", "O", "N", "H", "H", "H", "H", "H"],
  "coordinates": [[-3.051, -1.009, -0.258], [-2.693, -0.082, 0.020], [-1.424, 0.157, -0.150], [-0.189, -0.727, -0.352], [0.775, 0.076, 0.479], [2.235, -0.223, 0.196], [2.949, 0.368, -0.548], [0.547, 1.436, 0.168], [-0.817, 1.359, -0.281], [0.103, -0.588, -1.407], [-0.110, -1.913, -0.147], [0.583, -0.053, 1.537], [2.486, -1.088, 0.859], [-1.393, 2.286, -0.116]]
}

***

Entry 4:
{
  "formula": "C5H9CrF8N4O16S4",
  "method": "ωB97M-V/def2-TZVPD",
  "multiplicity": 9,
  "s2": 20.0195,
  "homo_energy_ha": [-0.193, -0.240],
  "max_force_ev_per_a": 7.25,
  "gap_ev": [7.1, 5.3],
  "total_charge": -1,
  "species": ["Cr", "C", "F", "F", "F", "S", "O", "O", "O", "C", "F", "F", "F", "S", "O", "O", "O", "N", "S", "O", "O", "F", "S", "O", "O", "F", "C", "N", "O", "O", "H", "H", "H", "C", "N", "O", "O", "H", "H", "H", "C", "N", "O", "O", "H", "H", "H"],
  "coordinates": [[-0.296, -0.281, 0.250], [3.171, 1.263, -2.275], [4.076, 2.247, -2.431], [2.957, 0.662, -3.429], [3.650, 0.427, -1.378], [1.468, 2.039, -1.779], [1.870, 3.070, -0.835], [0.793, 2.452, -3.045], [0.705, 0.958, -1.095], [-4.124, 0.721, -2.227], [-4.889, 0.738, -3.268], [-4.223, 1.831, -1.490], [-4.501, -0.343, -1.524], [-2.240, 0.383, -2.622], [-1.663, 0.061, -1.317], [-2.097, -0.710, -3.608], [-1.675, 1.611, -3.130], [-1.244, -1.250, 1.734], [-1.215, -2.635, 2.447], [-2.158, -3.612, 1.857], [-0.933, -2.584, 3.854], [0.171, -3.205, 1.922], [-2.439, -0.601, 2.863], [-1.913, 0.307, 3.843], [-3.593, -1.391, 3.206], [-2.989, 0.503, 1.781], [-0.378, 4.018, 1.953], [-0.665, 2.966, 0.951], [-0.552, 1.831, 1.307], [-1.005, 3.130, -0.239], [-0.954, 3.817, 2.857], [-0.565, 5.012, 1.545], [0.645, 3.865, 2.296], [0.994, -3.519, -2.588], [0.882, -2.088, -2.188], [0.852, -1.806, -0.970], [0.793, -1.212, -3.061], [0.242, -3.954, -3.248], [0.904, -4.093, -1.666], [2.045, -3.586, -2.869], [3.021, -1.567, 2.745], [2.713, -0.261, 2.140], [3.295, 0.700, 2.545], [1.881, -0.331, 1.282], [2.025, -1.903, 3.032], [3.517, -1.430, 3.706], [3.641, -2.248, 2.162]]
}